Density functional theory data (ωB97M-V/def2-TZVPD) for a molecular structure, C13H19Cl2MnN.

Computed properties:
M: 315.15 u
F_max: 6.95 eV/A
Kohn-Sham gap (alpha / beta): 6.39 / 7.78 eV
<S²>: 6.445

Geometry as ORCA input:
```
! wB97M-V def2-TZVPD RIJCOSX def2/J DEFGRID3
* xyz -1 5
Mn 1.45978 0.03802 -1.15724
Cl 0.01169 -1.67535 -0.76889
Cl 1.18833 1.47272 0.53904
C 3.09972 -0.30918 -1.35256
H 3.65326 0.64237 -1.65833
H 3.40480 -1.04999 -2.14904
C -0.22890 1.24251 -2.02655
C 0.77353 0.75750 -2.74968
H -0.10881 2.14935 -1.39233
C 0.63772 -0.54038 -3.64135
H 1.85794 1.19133 -2.77266
C -0.71975 -0.36280 -4.32627
H 1.47144 -0.53571 -4.35644
H 0.70616 -1.53492 -3.13617
C -1.86021 -0.26219 -3.31185
H -0.65528 0.58289 -4.87902
H -0.93476 -1.12852 -5.07964
C -1.65944 0.82913 -2.20271
H -2.80560 -0.07278 -3.84294
H -1.97750 -1.23235 -2.80785
H -2.31458 1.68542 -2.44091
H -2.06828 0.43934 -1.26273
N -1.23293 -1.08347 2.51148
C -0.64449 -0.34710 3.48817
C 0.75762 -0.41730 3.69931
C 1.35213 0.31593 4.72318
C 0.57519 1.14749 5.54508
C -0.81095 1.23411 5.33956
C -1.42624 0.47419 4.34830
H -0.70146 -1.40313 1.70028
H -2.23186 -1.01279 2.38216
H 1.34930 -1.05791 3.04091
H 2.42991 0.23824 4.87792
H 1.04766 1.72400 6.34287
H -1.41811 1.89712 5.95955
H -2.50793 0.50952 4.19507
*
```

Density functional theory data (ωB97M-V/def2-TZVPD) for a single C21H21N5O3 molecule.

Computed properties:
M: 391.43 u
F_max: 2.85 eV/A
structure (SMILES): CCCc1ccc(/C=C/C(=O)Nc2cccc3c2O[C@@H](c2nnn[nH]2)CO3)cc1
Kohn-Sham gap: 8.55 eV
energy relative to the best compared isomer or geometry (same formula, charge and spin): 104.30 kcal per mole

Geometry as ORCA input:
```
! wB97M-V def2-TZVPD RIJCOSX def2/J DEFGRID3
* xyz 0 1
C 6.24665 -2.31391 4.45065
C 4.89768 -1.61849 4.37420
C 4.09472 -2.16525 3.19028
C 3.00924 -1.21132 2.77493
C 1.72575 -1.32534 3.33254
C 0.71004 -0.42920 2.90250
C 0.98984 0.61474 2.02505
C -0.04928 1.61937 1.63775
C -1.35784 1.68410 2.05293
C -2.39107 2.64355 1.63196
O -3.42889 2.70338 2.28425
N -2.37017 3.45884 0.54474
C -1.61309 3.30856 -0.63318
C -1.19801 4.50198 -1.24588
C -0.40929 4.49277 -2.37183
C -0.10002 3.28451 -2.99979
C -0.50640 2.08978 -2.42879
C -1.29673 2.08268 -1.24971
O -1.81683 0.88969 -0.80877
C -1.61706 -0.29744 -1.60561
C -2.72818 -0.50213 -2.55687
N -2.97926 -1.60157 -3.18148
N -4.04633 -1.28869 -4.00430
N -4.43455 -0.05672 -3.90941
N -3.63656 0.42148 -2.94847
C -0.23094 -0.22020 -2.31518
O -0.14536 0.95660 -3.08408
C 2.29914 0.75055 1.52292
C 3.29704 -0.13255 1.91526
H 6.20185 -3.39690 4.50668
H 6.89344 -2.02043 3.60413
H 6.77389 -2.07862 5.37146
H 4.33142 -1.75382 5.29879
H 5.06605 -0.54920 4.23659
H 4.79912 -2.25759 2.35178
H 3.66832 -3.14488 3.39117
H 1.40668 -2.08331 4.06832
H -0.27909 -0.51364 3.35385
H 0.29652 2.39065 0.93414
H -1.69252 1.04760 2.85734
H -3.19465 4.04498 0.47081
H -1.37224 5.44401 -0.73197
H -0.01852 5.40335 -2.81439
H 0.50924 3.29627 -3.92108
H -1.53880 -1.17833 -0.94874
H -3.58959 1.40651 -2.71750
H 0.58167 -0.24838 -1.58154
H -0.10055 -1.13886 -2.89393
H 2.51457 1.52076 0.78368
H 4.28778 -0.07111 1.54271
*
```

Density functional theory data (ωB97M-V/def2-TZVPD) for 2 unconnected molecules or ions with the total composition C3H8O3.

Computed properties:
M: 92.09 u
F_max: 2.71 eV/A
structure (SMILES): CCC(=O)O.O
Kohn-Sham gap: 10.61 eV
energy relative to the best compared isomer or geometry (same formula, charge and spin): 9.75 kcal per mole

Geometry as ORCA input:
```
! wB97M-V def2-TZVPD RIJCOSX def2/J DEFGRID3
* xyz 0 1
C -0.70670 2.00618 0.53392
C -1.18384 0.67049 -0.05242
C -0.15354 -0.40364 0.11938
O 0.79709 -0.37979 0.89903
O -0.33975 -1.42765 -0.70378
H -1.41780 2.42324 1.23929
H 0.28194 1.96538 0.97888
H -0.56964 2.76842 -0.23608
H -1.42154 0.69031 -1.12347
H -2.16679 0.35464 0.31381
H 0.58399 -2.07170 -0.69040
O 1.90824 -2.22710 -0.76691
H 2.20542 -1.41130 -0.30879
H 2.18293 -2.95748 -0.20247
*
```

Density functional theory data (ωB97M-V/def2-TZVPD) for a molecular structure, C5H4LiMgO6.

Computed properties:
M: 191.33 u
F_max: 7.53 eV/A
Kohn-Sham gap (alpha / beta): 5.48 / 5.55 eV
energy relative to the best compared isomer or geometry (same formula, charge and spin): 13.64 kcal per mole
<S²>: 0.755

Geometry as ORCA input:
```
! wB97M-V def2-TZVPD RIJCOSX def2/J DEFGRID3
* xyz 2 2
O 4.74783 4.55580 -1.47827
C 3.99351 3.71101 -1.33021
O 3.25182 2.81772 -1.18954
O 1.49928 -0.49913 -0.18221
Mg 2.15889 1.16780 -0.84359
O -2.98323 0.86798 1.93912
C -2.66453 0.17762 0.94986
O -3.34231 0.09260 -0.10189
O -1.61912 -0.67012 1.11550
C -0.98033 -1.12270 -0.06191
C 0.67540 -2.60254 0.49697
C 0.60273 -1.19049 0.32047
Li -4.42258 1.53361 0.75980
H -1.70537 -1.89052 -0.38066
H -0.97135 -0.72619 -1.09009
H 0.61496 -3.28919 -0.34887
H 1.14441 -2.93324 1.42551
*
```